The following is a quantum chemistry calculation of one molecule with the formula C4H2Cl2N2O2 at a distorted geometry, from the Open Molecules 2025 dataset.

```
12
Properties=species:S:1:pos:R:3:forces:R:3
O -2.129 -1.878 -2.392 -1.0 -0.2 -0.3
C -1.344 -1.021 -2.250 0.9 -0.8 -1.7
Cl -0.402 -0.460 -3.642 -0.1 0.5 -0.4
C -0.803 -0.543 -0.988 2.1 0.2 2.0
Cl -1.632 -1.474 0.269 -0.2 0.3 0.7
C 0.706 -0.744 -0.795 1.0 -1.1 -0.9
C 1.807 -1.312 -1.462 -1.5 2.8 3.0
O 2.928 -1.025 -0.798 -2.2 0.0 1.0
N 2.402 -0.337 0.430 3.8 0.2 1.0
N 1.215 -0.193 0.394 -1.6 -0.7 -2.0
H -0.825 0.538 -0.805 -1.0 -0.2 -0.2
H 1.976 -1.714 -2.382 -0.1 -1.2 -2.3
```
Forces are in eV/Å.

As for the orbital gap: 10.40 eV. For the HOMO energy, the calculation gives -10.3 eV. Its energy above the lowest of the compared OMol25 structures with the same formula, charge and spin is 8.2 kcal per mole. As for the strongest force on any atom: 4.4 eV/Å. The charge is 0.

Atom charges from the Löwdin analysis, given in e for atoms 1 to 6:
1 O 0.06
2 C -0.86
3 Cl 0.71
4 C -0.64
5 Cl 0.72
6 C -0.29

The following is a quantum chemistry calculation of a 2-piece molecular cluster, C4H2Cl2N2O4S overall at a distorted geometry, from the Open Molecules 2025 dataset.

```
15
Properties=species:S:1:pos:R:3:forces:R:3
O 0.218 2.487 0.025 1.0 0.8 1.3
N 1.236 1.956 0.427 -0.7 -1.8 -1.1
O 2.010 2.208 1.316 -0.8 0.8 -0.2
C 1.514 0.633 -0.387 0.7 0.6 -0.8
S 0.955 0.515 -1.884 0.7 0.2 0.6
Cl 2.637 -0.342 0.424 0.1 0.1 -0.1
O 0.681 -2.386 0.939 0.5 -0.7 -0.5
N -0.088 -1.577 0.459 0.5 -1.1 0.2
C -0.621 -0.538 0.982 -2.2 3.4 1.5
C -1.602 -0.029 0.012 -2.0 1.3 1.1
C -1.497 -0.789 -1.102 1.1 -0.3 1.4
Cl -2.123 -0.964 -2.663 -0.3 0.4 0.3
O -0.529 -1.720 -0.847 0.3 -1.5 -0.7
H -0.345 -0.165 2.058 -0.7 -1.1 -2.5
H -2.445 0.713 0.239 1.9 -1.0 -0.5
```
Forces are in eV/Å.

As for the orbital gap: 7.52 eV. For the HOMO energy, the calculation gives -9.2 eV. Its energy above the lowest of the compared OMol25 structures with the same formula, charge and spin is 44.9 kcal per mole. As for the strongest force on any atom: 4.3 eV/Å. The charge is 0.

Atom charges from the Löwdin analysis, given in e for atoms 1 to 6:
1 O 0.03
2 N -0.44
3 O 0.05
4 C -1.11
5 S 0.86
6 Cl 0.79

The following is a quantum chemistry calculation of an isolated ion of composition C4H2ClF2O2 and charge -1 at a distorted geometry, from the Open Molecules 2025 dataset.

```
11
Properties=species:S:1:pos:R:3:forces:R:3
C 0.245 0.991 1.094 -1.5 0.5 1.2
C 0.162 0.023 0.203 -1.4 0.4 -2.1
C 1.539 -0.682 -0.376 -2.6 3.1 -0.2
O 2.210 0.009 -1.111 0.9 1.4 -1.1
O 1.642 -1.777 0.040 0.8 -5.1 1.8
C -1.197 -0.289 -0.538 1.6 -0.2 1.1
F -1.857 -1.357 0.000 0.2 0.4 0.1
F -0.967 -0.638 -1.804 -0.1 0.2 -0.5
Cl -2.369 1.095 -0.533 0.0 -0.2 -0.1
H -0.644 1.650 1.504 2.0 -1.5 -0.9
H 1.235 0.974 1.521 0.1 1.0 0.5
```
Forces are in eV/Å.

As for the orbital gap: 7.80 eV. For the HOMO energy, the calculation gives -4.5 eV. Its energy above the lowest of the compared OMol25 structures with the same formula, charge and spin is 0.0 kcal per mole. As for the strongest force on any atom: 5.5 eV/Å. The charge is -1.

Atom charges from the Löwdin analysis, given in e for atoms 1 to 6:
1 C -0.02
2 C -0.17
3 C -0.81
4 O -0.01
5 O 0.02
6 C -0.84

The following is a quantum chemistry calculation of one molecule with the formula C4H2ClF3 at a distorted geometry, from the Open Molecules 2025 dataset.

```
10
Properties=species:S:1:pos:R:3:forces:R:3
F 0.316 -1.745 2.823 0.2 2.4 -0.1
C 0.354 -0.706 1.918 -0.2 -4.3 -2.2
F -0.088 0.421 2.217 -0.9 3.0 2.8
C 0.504 -1.042 0.652 0.5 -2.9 -0.8
C 0.211 -0.288 -0.625 1.3 -2.4 1.8
F 0.494 -1.126 -1.623 -0.3 0.4 -0.8
C -0.248 0.926 -0.756 -0.2 -0.2 -3.4
Cl -0.690 1.731 -2.269 0.5 -0.8 0.9
H 0.703 -2.215 0.620 -0.3 2.9 -0.7
H -0.403 1.496 0.055 -0.6 1.9 2.7
```
Forces are in eV/Å.

As for the orbital gap: 9.82 eV. For the HOMO energy, the calculation gives -9.3 eV. Its energy above the lowest of the compared OMol25 structures with the same formula, charge and spin is 24.8 kcal per mole. As for the strongest force on any atom: 4.8 eV/Å. The charge is 0.

Atom charges from the Löwdin analysis, given in e for atoms 1 to 6:
1 F 0.08
2 C -0.40
3 F 0.22
4 C 0.05
5 C -0.35
6 F 0.06

The following is a quantum chemistry calculation of C4H2CrO2 as an isolated structure at a distorted geometry, from the Open Molecules 2025 dataset.

```
9
Properties=species:S:1:pos:R:3:forces:R:3
O 0.008 -1.372 1.544 1.3 0.3 -0.6
C 0.422 -0.300 1.894 -2.2 1.0 0.8
H -0.008 0.247 2.754 0.7 -0.6 0.3
C 1.104 0.641 0.908 -0.3 0.8 -2.0
C 0.982 0.620 -0.344 -0.2 -1.4 0.2
H 0.994 1.891 0.639 0.3 -1.5 0.5
C -2.172 0.108 -3.233 -1.0 0.7 -0.8
O -1.444 -0.484 -2.593 1.1 -0.7 0.7
Cr 0.114 -1.350 -1.568 0.4 1.3 0.9
```
Forces are in eV/Å.

As for the orbital gap (alpha / beta): 6.45 / 8.33 eV. Its spin multiplicity is 5. For the HOMO energy (alpha / beta), the calculation gives -19.8 / -19.9 eV. Its energy above the lowest of the compared OMol25 structures with the same formula, charge and spin is 84.4 kcal per mole. As for the strongest force on any atom: 2.5 eV/Å. The charge is +2.

Atom charges from the Löwdin analysis, given in e for atoms 1 to 6:
1 O 0.10
2 C -0.17
3 H 0.17
4 C -0.07
5 C 0.14
6 H 0.27

The following is a quantum chemistry calculation of one molecule with the formula C4H2F2 at a distorted geometry, from the Open Molecules 2025 dataset.

```
8
Properties=species:S:1:pos:R:3:forces:R:3
C 1.724 -0.775 -0.920 -0.4 0.1 -0.1
C 0.621 -0.406 -0.648 0.2 -0.2 0.1
C -0.631 0.058 -0.222 -0.8 0.5 -1.3
F -1.593 0.204 -1.183 0.3 -0.3 0.3
C -0.911 0.512 0.971 -1.6 1.2 1.6
F 0.000 0.527 1.933 0.5 -0.2 0.3
H 2.664 -1.097 -1.240 0.8 -0.3 -0.1
H -1.873 0.978 1.310 0.9 -0.7 -0.7
```
Forces are in eV/Å.

As for the orbital gap: 10.44 eV. For the HOMO energy, the calculation gives -9.5 eV. Its energy above the lowest of the compared OMol25 structures with the same formula, charge and spin is 12.7 kcal per mole. As for the strongest force on any atom: 2.5 eV/Å. The charge is 0.

Atom charges from the Löwdin analysis, given in e for atoms 1 to 6:
1 C 0.17
2 C -0.05
3 C -0.30
4 F 0.04
5 C -0.09
6 F 0.05

The following is a quantum chemistry calculation of one molecule with the formula C4H2F2 at a distorted geometry, from the Open Molecules 2025 dataset.

```
8
Properties=species:S:1:pos:R:3:forces:R:3
C 1.265 1.120 1.239 -1.6 -0.5 -0.3
C 0.242 0.608 0.840 2.0 0.0 -0.5
C -0.690 -0.232 0.176 -0.7 -1.0 -0.7
C -0.471 -0.757 -1.068 -2.2 1.2 0.7
F -1.387 -1.473 -1.793 1.4 0.7 1.4
F 0.487 -0.354 -1.860 0.3 -0.4 0.1
H 2.123 1.547 1.662 0.5 0.4 0.2
H -1.567 -0.460 0.804 0.3 -0.4 -1.0
```
Forces are in eV/Å.

As for the orbital gap: 9.86 eV. For the HOMO energy, the calculation gives -9.3 eV. Its energy above the lowest of the compared OMol25 structures with the same formula, charge and spin is 9.2 kcal per mole. As for the strongest force on any atom: 2.6 eV/Å. The charge is 0.

Atom charges from the Löwdin analysis, given in e for atoms 1 to 6:
1 C 0.13
2 C -0.15
3 C -0.05
4 C -0.32
5 F 0.09
6 F 0.15

The following is a quantum chemistry calculation of one molecule with the formula C4H2F2N2 at a distorted geometry, from the Open Molecules 2025 dataset.

```
10
Properties=species:S:1:pos:R:3:forces:R:3
N 1.688 -1.902 -0.414 -9.8 10.3 -2.5
C 0.723 -0.905 -0.599 11.5 -12.9 0.3
C -0.221 -0.104 0.047 -1.7 2.4 0.8
F -0.042 -0.508 1.357 -1.2 0.8 0.3
C -1.719 -0.158 -0.376 -6.8 0.9 2.4
N -2.946 -0.022 -0.231 8.7 -1.0 -1.4
C 0.253 1.372 -0.190 2.0 -1.9 -3.5
F 1.671 1.461 -0.026 -1.2 -0.7 -0.8
H -0.069 1.628 -1.281 0.8 -0.1 2.0
H 0.009 2.027 0.523 -2.3 2.3 2.5
```
Forces are in eV/Å.

As for the orbital gap: 10.69 eV. For the HOMO energy, the calculation gives -11.8 eV. Its energy above the lowest of the compared OMol25 structures with the same formula, charge and spin is 86.7 kcal per mole. As for the strongest force on any atom: 17.3 eV/Å. The charge is 0.

Atom charges from the Löwdin analysis, given in e for atoms 1 to 6:
1 N 0.20
2 C -0.03
3 C -0.50
4 F 0.06
5 C -0.04
6 N 0.17

The following is a quantum chemistry calculation of one molecule with the formula C4H2F2O at a distorted geometry, from the Open Molecules 2025 dataset.

```
9
Properties=species:S:1:pos:R:3:forces:R:3
C -0.706 2.097 2.136 0.1 -0.5 -0.3
C -0.513 1.106 1.342 -0.7 -0.1 0.4
C -0.305 0.181 0.170 -2.9 -0.3 -2.5
C -0.497 -0.419 1.507 1.8 -0.3 0.5
O 0.851 0.157 -0.623 -2.2 0.8 0.5
F 0.590 -0.868 2.231 -0.6 0.5 -1.0
F -1.488 -1.245 1.809 -0.5 0.7 -0.2
H -1.339 0.090 -0.511 2.9 0.3 1.9
H 1.397 -0.391 -0.108 2.0 -1.2 0.7
```
Forces are in eV/Å.

As for the orbital gap: 10.02 eV. For the HOMO energy, the calculation gives -11.0 eV. Its energy above the lowest of the compared OMol25 structures with the same formula, charge and spin is 112.4 kcal per mole. As for the strongest force on any atom: 3.8 eV/Å. The charge is 0.

Atom charges from the Löwdin analysis, given in e for atoms 1 to 6:
1 C 0.25
2 C -0.21
3 C -0.22
4 C -0.43
5 O 0.06
6 F 0.10

The following is a quantum chemistry calculation of a 2-piece molecular cluster, C4H2F3N overall at a distorted geometry, from the Open Molecules 2025 dataset.

```
10
Properties=species:S:1:pos:R:3:forces:R:3
F -2.493 3.057 -1.458 0.8 -0.4 1.0
C -1.304 2.876 -0.789 0.0 1.1 -0.5
F -0.659 4.104 -0.860 -0.5 -1.4 0.4
C -0.645 1.643 -0.672 0.5 0.5 -1.9
N -1.165 2.047 0.411 -0.5 0.4 -0.1
H -0.054 0.933 -1.264 -0.3 -0.2 1.1
C 0.558 -1.272 0.806 -3.6 -2.6 -0.4
C 1.413 -0.474 0.775 1.8 1.1 -0.3
F 2.411 0.298 0.627 0.4 0.5 0.2
H -0.335 -1.923 0.659 1.5 1.0 0.5
```
Forces are in eV/Å.

As for the orbital gap: 11.21 eV. For the HOMO energy, the calculation gives -10.8 eV. Its energy above the lowest of the compared OMol25 structures with the same formula, charge and spin is 95.0 kcal per mole. As for the strongest force on any atom: 4.5 eV/Å. The charge is 0.

Atom charges from the Löwdin analysis, given in e for atoms 1 to 6:
1 F 0.07
2 C -0.52
3 F 0.06
4 C -0.01
5 N 0.26
6 H 0.13

The following is a quantum chemistry calculation of C4H2FLiNiO4 as an isolated structure at a distorted geometry, from the Open Molecules 2025 dataset.

```
13
Properties=species:S:1:pos:R:3:forces:R:3
O 1.080 0.678 -4.365 -0.6 0.0 1.0
C 1.545 0.863 -5.411 1.0 -0.2 -1.8
O 2.029 0.986 -6.457 -0.5 0.1 1.0
O -0.736 0.344 2.875 0.1 -0.2 -0.1
C -1.286 -0.822 2.771 0.6 0.3 0.5
C -0.231 0.806 1.584 -0.2 0.8 -0.3
O -1.236 -1.234 1.523 0.2 -0.5 -1.7
C -0.296 -0.441 0.731 0.8 -0.8 1.5
Li -0.857 -2.477 4.128 -0.3 0.0 0.3
H 0.787 1.185 1.714 -0.2 -0.1 0.0
H -0.907 1.598 1.245 0.2 0.0 0.1
F 0.918 -1.137 0.867 -1.4 0.7 -0.9
Ni -0.811 -0.349 -1.205 0.4 -0.1 0.4
```
Forces are in eV/Å.

As for the orbital gap (alpha / beta): 7.76 / 5.70 eV. Its spin multiplicity is 3. For the HOMO energy (alpha / beta), the calculation gives -17.9 / -17.9 eV. Its energy above the lowest of the compared OMol25 structures with the same formula, charge and spin is 6.0 kcal per mole. As for the strongest force on any atom: 2.1 eV/Å. The charge is +2.

Atom charges from the Löwdin analysis, given in e for atoms 1 to 6:
1 O 0.15
2 C -0.40
3 O 0.26
4 O 0.03
5 C -0.15
6 C -0.05

The following is a quantum chemistry calculation of C4H2IN3 as an isolated structure at a distorted geometry, from the Open Molecules 2025 dataset.

```
10
Properties=species:S:1:pos:R:3:forces:R:3
C -1.991 2.027 -0.086 -2.8 -0.6 -0.8
C 1.368 -1.324 -0.028 0.8 0.4 -0.6
C -0.759 2.389 0.365 3.7 -0.9 0.6
C 0.409 -1.496 -0.873 -0.8 -0.5 1.3
N -3.013 1.640 -0.476 1.3 0.6 0.5
N 2.312 -1.313 0.720 0.2 -0.5 1.3
N 0.380 2.294 0.616 -2.3 0.8 -0.3
I -1.286 -2.163 0.091 -0.8 -0.5 0.3
H 0.269 -1.333 -1.881 0.3 0.7 -1.7
H 2.313 -0.721 1.551 0.3 0.4 -0.6
```
Forces are in eV/Å.

As for the orbital gap: 8.04 eV. For the HOMO energy, the calculation gives -8.6 eV. Its energy above the lowest of the compared OMol25 structures with the same formula, charge and spin is 41.2 kcal per mole. As for the strongest force on any atom: 3.9 eV/Å. The charge is 0.

Atom charges from the Löwdin analysis, given in e for atoms 1 to 6:
1 C -0.22
2 C -0.42
3 C -0.19
4 C -0.64
5 N 0.21
6 N 0.16

What is the formula in the twelfth record? C4H2IN3